[1]
C29H29CoN3O4S3Se4 as an isolated structure. Source: the Open Molecules 2025 dataset; level of theory: ωB97M-V/def2-TZVPD.

## Properties
2S+1   5
HOMO level (spin up / spin down)   -4.52 / -4.87 eV
Max |F|   0.67 eV/A
ΔE to the lowest compared entry with this formula, charge and spin   0.000 eV
Total charge   -1
Electronic energy   -374726.957 eV
Kohn-Sham gap (spin up / spin down)   6.5 / 5.8 eV

Last column: Mulliken charge in e.
CARTESIAN COORDINATES (ANGSTROEM)
Se 1.146 1.940 -2.465  0.151
Se -0.788 1.725 -5.601  -0.288
Se 2.303 0.671 -3.974  -0.637
Se -0.945 2.525 -3.549  -0.010
Co 0.046 1.011 0.035  0.743
S -0.495 3.240 0.266  -0.497
S -3.823 4.309 2.469  1.203
S 0.571 -1.332 3.966  -0.475
O -1.159 -0.177 -1.027  -0.308
O -3.033 -0.575 -2.186  -0.744
O -5.003 3.498 2.372  -0.636
O -3.968 5.705 2.768  -0.662
N -0.354 -0.384 1.761  0.848
N 0.399 -1.572 -2.551  0.806
N -2.894 4.116 1.108  -0.600
C -5.225 -3.993 1.811  -1.762
C -1.830 -0.623 -2.019  0.021
C -5.962 -1.780 2.725  -1.690
C -0.974 -1.309 -3.109  1.192
C -2.671 3.558 3.585  -0.053
C -2.624 -1.404 1.713  0.411
C -5.115 -1.964 0.396  -2.043
C -1.772 3.544 1.389  0.243
C 0.611 -3.041 -2.471  -0.577
C -1.505 -2.685 -3.498  -1.023
C 4.235 1.575 1.320  -0.724
C -1.586 3.168 2.832  0.333
C 1.934 0.328 2.132  0.682
C 0.703 -0.377 2.517  0.984
C -1.951 -2.581 4.181  -1.437
C -3.181 -2.791 3.601  -0.466
C -0.578 2.275 4.790  -0.590
C -3.538 -2.218 2.365  0.437
C -0.518 2.515 3.423  -0.237
C -4.942 -2.484 1.819  2.217
C -2.746 3.342 4.945  -0.707
C -1.369 -1.179 2.290  -2.585
C 3.129 1.530 0.482  0.102
C 4.188 1.005 2.589  -0.849
C -1.675 2.688 5.543  -0.554
C 1.932 0.908 0.853  -0.319
C -1.041 -1.771 3.511  1.516
C -0.802 -3.612 -2.505  -0.395
C 3.028 0.375 2.998  -0.960
H 5.046 1.055 3.248  0.370
H -1.704 -3.027 5.135  0.376
H -2.589 -2.692 -3.422  0.422
H -1.218 -2.939 -4.520  0.373
H -4.482 -4.522 1.211  0.381
H 2.972 -0.073 3.985  0.374
H -3.605 3.663 5.518  0.417
H 0.334 2.212 2.826  0.548
H -0.809 -4.660 -2.799  0.464
H 3.211 1.996 -0.495  0.209
H 1.179 -3.342 -3.351  0.342
H -6.210 -4.179 1.376  0.454
H -1.265 -3.525 -1.519  0.079
H 0.243 1.765 5.278  0.469
H 1.144 -1.053 -3.092  -0.232
H 0.376 -1.125 -1.616  -0.275
H -1.694 2.497 6.609  0.397
H -3.897 -3.406 4.129  0.394
H -6.976 -1.952 2.357  0.420
H -5.782 -0.704 2.741  0.375
H 5.144 2.061 0.985  0.417
H -2.853 -0.916 0.776  0.436
H 1.184 -3.283 -1.579  0.352
H -5.905 -2.148 3.751  0.369
H -6.119 -2.209 0.043  0.472
H -4.398 -2.419 -0.289  0.368
H -0.886 -0.612 -3.944  -0.516
H -5.220 -4.423 2.813  0.318
H -4.992 -0.885 0.323  0.368



[2]
C29H29F6InN2OP as an isolated structure. Source: the Open Molecules 2025 dataset; level of theory: ωB97M-V/def2-TZVPD.

## Properties
HOMO level   -10.98 eV
Max |F|   0.85 eV/A
ΔE to the lowest compared entry with this formula, charge and spin   0.170 eV
Total charge   +1
Electronic energy   -66335.953 eV
Kohn-Sham gap   8.2 eV

Last column: Mulliken charge in e.
CARTESIAN COORDINATES (ANGSTROEM)
In 1.524 0.055 -0.792  1.460
P -1.327 0.429 -0.696  -0.361
F 4.384 -0.343 1.793  -0.297
F 2.931 -0.653 4.424  -0.266
F 3.866 -2.276 2.618  -0.259
F 2.740 1.237 3.368  -0.212
F 0.967 0.211 4.097  -0.206
F 3.370 -1.822 0.553  -0.108
O 1.539 0.153 1.250  -0.174
N 1.362 2.352 -0.871  -0.327
N 3.774 0.653 -1.322  -0.593
C 0.139 -4.537 -1.850  -0.924
C 0.851 -1.868 -1.467  -0.093
C -3.007 -3.292 -0.349  -1.127
C -5.094 1.592 -1.924  -0.746
C 2.176 0.024 3.542  0.394
C -2.075 -4.128 -0.885  -0.902
C 3.719 3.103 -0.806  -0.857
C 2.032 -0.753 2.197  1.091
C -3.972 1.394 -1.126  -0.158
C 2.385 3.097 -0.078  -0.371
C 3.435 -1.303 1.821  0.215
C 1.113 -1.957 2.391  -1.688
C -2.268 2.371 3.384  -0.561
C 4.468 1.795 -0.648  -0.587
C -2.334 0.990 3.275  -0.732
C -5.067 1.255 -3.270  -0.523
C -1.703 1.117 0.952  1.303
C -3.907 0.731 -3.828  -0.705
C -2.046 0.364 2.067  -0.230
C -1.930 3.135 2.273  -1.030
C -2.785 0.537 -3.039  -0.629
C -1.509 -1.396 -0.616  1.022
C -2.815 0.852 -1.680  0.687
C -1.655 2.509 1.066  -0.562
C -2.725 -1.918 -0.250  -0.306
C 1.741 -2.764 -2.000  -0.628
C -0.809 -3.644 -1.288  1.242
C -0.482 -2.265 -1.118  -0.054
C 1.378 -4.114 -2.213  -0.865
H 0.460 2.453 -0.420  -0.093
H 1.022 -2.493 1.447  0.406
H -3.507 -1.252 0.096  0.610
H 2.749 -2.460 -2.250  0.416
H -1.897 4.215 2.345  0.458
H 4.545 1.564 0.405  0.261
H 2.048 4.115 0.106  0.492
H -1.883 0.124 -3.479  0.360
H 3.811 0.801 -2.326  0.303
H -5.995 2.009 -1.486  0.418
H -2.484 2.854 4.330  0.402
H -0.150 -5.577 -1.983  0.397
H 4.305 -0.194 -1.146  0.284
H 2.096 -4.803 -2.644  0.415
H -2.295 -5.183 -1.025  0.400
H 5.478 1.893 -1.043  0.509
H 4.341 3.897 -0.396  0.398
H -3.878 0.475 -4.881  0.407
H -5.948 1.399 -3.884  0.395
H -3.971 -3.669 -0.031  0.444
H -1.458 3.122 0.190  0.495
H 3.570 3.333 -1.868  0.271
H -2.101 -0.713 1.995  0.349
H 1.269 2.760 -1.793  0.254
H 0.131 -1.602 2.691  0.243
H 1.496 -2.635 3.152  0.484
H -4.011 1.659 -0.076  0.350
H 2.479 2.593 0.884  0.121
H -2.609 0.390 4.136  0.412



The evaluated molar mass for the records listed, in turn: 954.542, 681.344 g mol⁻¹.